1.
85
Properties=species:S:1:pos:R:3 method="wB97M-V/def2-TZVPD" relative_energy_kcal_mol=0.0 s2=8.790 charge=+2 spin_multiplicity=6 homo_lumo_gap_ev="6.2338 / 7.2681"
C 2.969 -1.288 -2.830
C 2.748 0.031 -2.392
C 3.837 0.827 -1.995
C 5.143 0.381 -2.205
C 5.350 -0.893 -2.754
C 4.273 -1.748 -3.039
P 1.068 0.571 -2.015
C 1.136 2.414 -2.059
C 1.041 3.154 -0.858
C 1.209 4.548 -0.943
C 1.428 5.154 -2.187
C 1.481 4.415 -3.379
C 1.321 3.025 -3.304
Sm -0.475 0.407 0.258
P 1.540 -1.596 0.621
C 3.273 -1.097 0.910
C 4.365 -1.888 0.519
C 5.679 -1.444 0.756
C 5.878 -0.188 1.343
C 4.797 0.647 1.667
C 3.495 0.197 1.431
C 0.886 -1.946 2.324
C -0.501 -2.175 2.428
C -1.048 -2.397 3.699
C -0.224 -2.347 4.828
C 1.138 -2.063 4.728
C 1.703 -1.850 3.467
C 1.463 -3.214 -0.217
C 0.638 -3.360 -1.354
C 0.514 -4.611 -1.970
C 1.192 -5.713 -1.422
C 1.969 -5.595 -0.258
C 2.090 -4.332 0.353
C 0.033 0.043 -3.417
C 0.630 -0.162 -4.667
C -0.153 -0.538 -5.769
C -1.530 -0.718 -5.579
C -2.132 -0.542 -4.325
C -1.351 -0.162 -3.222
H -1.138 -2.249 1.525
H -2.109 -2.623 3.774
H -0.658 -2.542 5.807
H 1.771 -2.029 5.613
H 2.756 -1.602 3.349
H 4.201 -2.835 0.019
H 6.529 -2.072 0.471
H 6.898 0.160 1.548
H 4.957 1.633 2.115
H 2.660 0.855 1.659
H 0.097 -2.511 -1.767
H -0.096 -4.708 -2.875
H 1.104 -6.685 -1.921
H 2.483 -6.458 0.171
H 2.660 -4.221 1.271
H 1.701 -0.028 -4.788
H 0.315 -0.671 -6.742
H -2.154 -0.996 -6.432
H -3.208 -0.677 -4.191
H -1.834 0.000 -2.242
H 0.886 2.671 0.133
H 1.180 5.138 -0.024
H 1.566 6.236 -2.230
H 1.653 4.891 -4.341
H 1.351 2.406 -4.197
H 3.649 1.782 -1.517
H 5.987 1.022 -1.935
H 6.367 -1.244 -2.941
H 4.446 -2.756 -3.435
H 2.125 -1.951 -2.997
H 7.648 -3.078 -3.566
H 7.205 -3.579 -3.909
Cl -7.622 2.484 4.129
C -6.281 2.172 3.146
C -6.144 2.896 1.929
C -5.033 2.639 1.118
C -4.120 1.686 1.546
C -4.250 0.965 2.744
C -5.343 1.205 3.564
C -2.946 1.351 0.797
O -2.440 1.804 -0.286
O -2.291 0.382 1.442
H -6.892 3.641 1.635
H -4.821 3.136 0.161
H -3.494 0.234 3.017
H -5.463 0.657 4.500

2.
89
Properties=species:S:1:pos:R:3 method="wB97M-V/def2-TZVPD" relative_energy_kcal_mol=61.0 charge=-1 homo_lumo_gap_ev=5.3042
O -1.078 1.848 -0.127
C 0.252 1.855 -0.129
O 0.899 2.027 0.920
O 0.880 1.728 -1.169
H -1.290 1.976 0.801
F 2.139 -3.189 0.773
C 1.338 -4.227 1.093
C 1.733 -5.144 2.025
C 0.917 -6.268 2.344
C -0.352 -6.361 1.799
C -0.763 -5.437 0.832
C 0.024 -4.345 0.514
H 2.681 -5.114 2.540
H 1.363 -6.929 3.073
H -0.982 -7.201 2.050
H -1.732 -5.380 0.358
H -0.230 -3.548 -0.169
F -2.542 -3.002 -5.314
C -3.769 -3.052 -4.771
C -4.631 -4.220 -4.821
C -5.932 -4.097 -4.292
C -6.324 -2.934 -3.648
C -5.443 -1.886 -3.524
C -4.209 -1.933 -4.128
H -4.252 -5.054 -5.393
H -6.543 -4.978 -4.421
H -7.280 -2.843 -3.154
H -5.716 -0.937 -3.086
H -3.594 -1.044 -4.115
F -7.949 -0.952 5.863
C -6.668 -1.156 5.551
C -6.412 -1.227 4.184
C -5.095 -1.392 3.771
C -4.118 -1.486 4.722
C -4.362 -1.232 6.095
C -5.704 -1.091 6.516
H -7.198 -1.128 3.451
H -4.881 -1.520 2.721
H -3.081 -1.600 4.441
H -3.521 -1.247 6.772
H -5.907 -1.046 7.576
F 4.623 -1.581 -5.227
C 4.523 -1.844 -6.535
C 3.436 -1.331 -7.204
C 3.242 -1.620 -8.542
C 4.115 -2.465 -9.191
C 5.266 -2.921 -8.527
C 5.484 -2.667 -7.161
H 2.694 -0.721 -6.711
H 2.423 -1.135 -9.053
H 4.055 -2.721 -10.238
H 5.930 -3.586 -9.058
H 6.227 -3.219 -6.605
F 4.645 5.157 -5.337
C 4.232 5.827 -6.420
C 5.150 6.632 -7.093
C 4.685 7.263 -8.256
C 3.374 7.063 -8.666
C 2.461 6.349 -7.933
C 2.935 5.709 -6.812
H 6.197 6.753 -6.857
H 5.312 7.883 -8.880
H 3.067 7.719 -9.468
H 1.453 6.209 -8.294
H 2.272 5.071 -6.247
F 0.776 6.108 5.820
C -0.520 5.763 5.620
C -1.088 6.057 4.407
C -2.402 5.662 4.159
C -3.132 4.916 5.158
C -2.534 4.651 6.390
C -1.181 5.094 6.631
H -0.511 6.573 3.654
H -3.016 5.999 3.337
H -4.140 4.530 5.147
H -3.069 4.045 7.106
H -0.677 4.762 7.527
F 4.369 -0.540 5.058
C 4.026 -0.698 6.338
C 4.710 -1.566 7.103
C 4.263 -1.813 8.368
C 3.155 -1.173 8.868
C 2.461 -0.295 8.115
C 2.872 -0.057 6.803
H 5.641 -1.933 6.698
H 4.766 -2.498 9.035
H 2.742 -1.528 9.800
H 1.621 0.245 8.526
H 2.398 0.636 6.124

3.
91
Properties=species:S:1:pos:R:3 method="wB97M-V/def2-TZVPD" charge=-2 homo_lumo_gap_ev="4.7037 / 4.0701"
Na 1.470 1.408 -1.814
C -2.762 -2.212 3.916
C -1.426 -2.488 3.204
C -0.796 -3.783 3.748
C -0.470 -1.330 3.465
C -0.078 -1.015 4.763
C 0.794 0.028 5.012
C 1.263 0.812 3.968
C 0.869 0.560 2.663
P 1.273 1.595 1.181
C 2.721 2.511 1.851
C 3.974 2.089 1.411
C 5.129 2.673 1.914
C 5.045 3.679 2.864
C 3.800 4.114 3.300
C 2.645 3.539 2.793
C -0.056 2.840 1.439
C -1.303 2.494 1.948
C -2.289 3.454 2.114
C -2.040 4.774 1.770
C -0.805 5.126 1.248
C 0.175 4.163 1.068
C 0.035 -0.547 2.435
O -0.258 -0.777 1.126
C -1.061 -1.823 0.781
C -1.180 -2.028 -0.601
C -2.013 -3.040 -1.045
C -2.677 -3.848 -0.131
C -2.493 -3.664 1.227
C -1.672 -2.649 1.712
P -0.113 -0.949 -1.646
C 1.397 -2.000 -1.515
C 2.315 -1.968 -2.563
C 3.469 -2.734 -2.532
C 3.736 -3.527 -1.427
C 2.843 -3.556 -0.368
C 1.678 -2.804 -0.412
C -0.786 -1.429 -3.288
C -1.752 -0.579 -3.822
C -2.376 -0.877 -5.024
C -2.030 -2.028 -5.716
C -1.062 -2.877 -5.198
C -0.446 -2.586 -3.990
H -2.614 -2.089 4.990
H -3.464 -3.031 3.755
H -3.207 -1.297 3.521
H -0.612 -3.706 4.821
H 0.156 -3.968 3.249
H -1.448 -4.641 3.570
H -0.458 -1.599 5.593
H 1.096 0.243 6.030
H 1.939 1.628 4.178
H 4.041 1.327 0.643
H 6.094 2.345 1.547
H 5.945 4.142 3.252
H 3.730 4.902 4.042
H 1.678 3.900 3.121
H -1.518 1.463 2.198
H -3.258 3.168 2.506
H -2.816 5.521 1.886
H -0.614 6.150 0.954
H 1.125 4.439 0.630
H -2.140 -3.207 -2.106
H -3.323 -4.644 -0.481
H -2.991 -4.328 1.924
H 2.114 -1.365 -3.437
H 4.171 -2.663 -3.354
H 4.649 -4.109 -1.387
H 3.047 -4.173 0.500
H 0.986 -2.853 0.421
H -2.005 0.331 -3.289
H -3.121 -0.199 -5.422
H -2.503 -2.264 -6.662
H -0.772 -3.771 -5.738
H 0.308 -3.256 -3.601
S 5.362 -0.203 -5.141
Sb 4.260 1.571 -4.138
S 1.748 1.072 -4.724
S 4.071 0.982 -1.865
S 1.253 2.470 -6.027
S -0.295 3.498 -2.289
C -1.736 2.612 -2.281
N -2.595 2.834 -3.359
C -3.882 2.302 -3.396
C -4.241 1.434 -2.395
C -3.297 1.137 -1.411
N -2.061 1.734 -1.355
H -2.222 3.402 -4.098
H -4.525 2.607 -4.208
H -5.228 0.991 -2.371
H -3.513 0.418 -0.626

Number 1: molar mass 832.520 g mol⁻¹. Number 2: molar mass 733.744 g mol⁻¹. Number 3: molar mass 963.807 g mol⁻¹.